# C6H20O6Tl

A structure of composition C6H20O6Tl in a non-equilibrium geometry (ωB97M-V/def2-TZVPD, the Open Molecules 2025 dataset).

ΔE to the lowest compared entry with this formula, charge and spin = 23.26 kcal per mole
charge = +3
HOMO = -0.630 Eh

```
33
Properties=species:S:1:pos:R:3:forces:R:3
Tl 0.49721 0.32346 2.14605 0.0232 0.0250 0.0463
C 2.59457 0.10365 8.88949 0.6352 1.7701 -0.1308
O 2.38930 -0.47158 7.66459 0.0728 -0.7253 -0.7258
H 3.42350 -0.24330 9.50642 -0.2316 -0.7332 0.0091
H 2.78220 1.15341 8.66389 -0.1328 0.2978 0.2246
H 1.63208 0.10020 9.40106 -0.4528 -0.0852 0.8356
H 2.50221 -1.42224 7.73609 0.1406 -0.5456 -0.1107
C -5.52273 -2.82604 0.34931 -0.0513 -0.0902 0.9617
O -4.80387 -1.88985 1.14392 0.5786 -1.0191 -0.4584
H -5.06014 -3.81095 0.28574 0.8246 0.5302 -0.0888
H -6.43628 -3.07108 0.89107 -0.7856 0.2976 -0.1337
H -5.75869 -2.40697 -0.62885 -0.2341 0.0541 -0.1943
H -5.35287 -1.13119 1.35517 -0.4136 0.2079 -0.0953
C 0.82795 -3.16758 -3.48139 0.4910 -1.2899 0.9820
C 2.34218 -2.78796 -3.54153 0.7879 1.9660 0.4424
O 2.65742 -1.70809 -2.56352 -1.3902 -2.0292 -0.8710
O 0.52341 -3.56455 -2.14925 -0.3318 1.5565 -0.4251
H 0.58577 -4.01665 -4.12055 0.6170 0.0543 -0.4133
H 0.23800 -2.33004 -3.85369 -0.1049 0.3418 0.6949
H 2.64450 -2.44654 -4.53155 -0.1596 0.0095 -0.0827
H 2.97243 -3.64407 -3.30077 -0.2303 -0.4287 0.2939
H 3.53344 -1.35803 -2.74137 0.3171 0.1720 -0.4498
H 0.62941 -4.50941 -2.01663 0.0411 -0.4024 -0.2488
C 0.73451 4.77276 -2.65892 1.1938 1.4470 1.5382
C -0.71110 4.43444 -2.68119 -1.1594 -0.8637 -0.8483
O -0.99702 3.07796 -2.39245 0.1824 0.5788 0.0888
O 1.22464 4.71268 -1.30678 -0.1429 -0.3772 -1.1717
H 0.90575 5.79393 -2.99950 -0.4317 0.1443 -0.2193
H 1.39814 4.19490 -3.30216 -0.2604 -0.8438 -0.2721
H -1.21906 4.67928 -3.61399 0.4714 0.2447 -0.2792
H -1.21569 5.05178 -1.93796 0.0887 0.3528 0.5064
H -1.75701 2.92535 -2.95875 -0.3085 -0.7882 -0.0029
H 1.79584 5.48233 -1.25199 0.3560 0.1713 0.5981
```
Positions in Å, forces in eV/Å.